This record from the OMol25 dataset describes the ion C24H32N3O5 with charge +1. The level of theory is ωB97M-V/def2-TZVPD.

```
64
Properties=species:S:1:pos:R:3:forces:R:3:mulliken_charge:R:1
C -7.48774 -3.48823 -0.44350 0.266 0.387 0.019 -1.23
C -7.29123 -1.98643 -0.38096 -0.605 -0.047 -0.009 -0.22
O -5.88381 -1.71412 -0.33109 0.305 -0.252 -0.009 -0.26
C -5.53651 -0.43165 -0.26135 -0.153 0.258 0.032 0.45
O -6.31868 0.48306 -0.23253 0.072 -0.068 -0.013 -0.60
C -4.05327 -0.24334 -0.21924 0.169 0.018 0.048 0.01
C -3.18483 -1.32997 -0.22870 0.095 0.148 -0.041 -0.63
C -1.81148 -1.11572 -0.19754 -0.296 0.565 -0.070 0.30
N -0.92952 -2.21290 -0.11794 -0.140 -0.315 -0.025 -0.02
C 0.39290 -2.17813 -0.36220 -0.136 -0.604 0.244 0.82
O 0.94941 -1.22599 -0.89779 0.060 0.114 -0.258 -0.73
C 1.20983 -3.36020 0.15263 0.110 0.038 -0.194 -1.02
N 2.26736 -2.81900 1.00638 -0.023 -0.437 -0.015 -0.16
C 3.40396 -2.23474 0.30288 0.050 0.192 0.113 -1.19
C 3.77279 -0.81725 0.80009 0.634 -0.476 -0.257 0.14
C 4.91833 -0.30376 -0.04032 0.030 0.023 0.105 0.08
C 6.13826 -0.01624 0.55733 -0.139 -0.040 -0.007 -0.57
C 7.20858 0.41959 -0.20525 0.076 0.019 -0.038 -0.66
C 7.06718 0.57643 -1.57284 0.039 0.011 0.049 -0.50
C 5.85253 0.29463 -2.17667 -0.072 -0.003 -0.066 -0.85
C 4.78370 -0.14629 -1.41756 0.089 -0.091 0.072 -0.05
N 2.56733 0.08239 0.75502 -0.161 -0.147 -0.415 0.06
C 2.84391 1.50284 0.48569 0.098 0.820 -0.211 -0.72
C 1.78407 -0.03296 1.99465 -0.600 -0.125 0.700 -0.96
C -1.33025 0.18321 -0.14741 0.009 0.166 0.027 -0.46
C -2.19698 1.26607 -0.10435 -0.126 -0.367 -0.013 -0.34
C -1.55608 2.60428 0.04786 0.406 -0.207 0.115 0.33
O -0.37636 2.72359 0.31634 -0.168 0.163 -0.082 -0.66
O -2.39456 3.60316 -0.11890 -0.426 -0.103 -0.097 -0.26
C -1.87924 4.93306 0.02430 0.320 0.605 0.117 -0.22
C -3.03333 5.90668 -0.10688 0.171 -0.427 -0.002 -1.26
C -3.56780 1.05961 -0.15003 0.048 -0.068 -0.036 -0.76
H -7.00644 -3.89542 -1.32867 0.004 -0.085 -0.086 0.31
H -8.54925 -3.71140 -0.48569 -0.105 -0.040 -0.004 0.41
H -7.06268 -3.96254 0.43714 0.000 -0.089 0.079 0.31
H -7.76182 -1.55571 0.50916 0.073 -0.024 -0.159 0.32
H -7.71150 -1.48942 -1.26153 0.065 -0.032 0.157 0.32
H -3.58906 -2.33015 -0.25770 -0.049 -0.118 -0.020 0.65
H -1.35027 -3.08530 0.17234 0.236 0.090 0.078 0.25
H 1.60298 -3.92488 -0.70641 -0.099 0.056 0.066 0.33
H 0.58745 -4.02554 0.75092 0.031 -0.004 -0.054 0.48
H 2.57557 -3.52582 1.66203 -0.070 0.058 -0.075 0.32
H 3.17414 -2.17169 -0.76212 0.097 -0.038 0.085 0.45
H 4.30626 -2.84750 0.40615 -0.070 0.083 -0.008 0.48
H 4.09310 -0.86800 1.84515 -0.098 0.090 -0.075 0.57
H 6.25729 -0.13959 1.62400 -0.003 -0.005 0.133 0.39
H 8.15183 0.63576 0.27118 0.100 0.023 0.043 0.42
H 7.90022 0.91574 -2.16787 0.085 0.037 -0.060 0.42
H 5.73719 0.41522 -3.24256 -0.010 0.015 -0.106 0.41
H 3.84290 -0.36138 -1.90413 -0.143 -0.039 -0.081 0.37
H 1.97466 -0.29786 -0.02493 0.149 0.165 0.357 0.45
H 3.49309 1.90749 1.26050 0.027 -0.095 0.030 0.38
H 3.32782 1.62668 -0.47878 -0.029 -0.072 0.090 0.39
H 1.90302 2.05471 0.47987 -0.030 -0.158 0.065 0.26
H 1.54507 -1.07990 2.17312 0.090 0.193 -0.041 0.36
H 0.86777 0.54815 1.90573 0.038 0.076 -0.110 0.29
H 2.36304 0.35779 2.83033 0.097 0.042 -0.087 0.47
H -0.27615 0.39235 -0.14447 -0.075 -0.015 0.051 1.00
H -1.12396 5.09898 -0.75175 -0.085 -0.067 0.139 0.31
H -1.39006 5.01548 1.00114 -0.050 -0.040 -0.173 0.33
H -2.66392 6.92298 -0.01025 0.030 0.101 0.009 0.41
H -3.51117 5.79353 -1.07586 -0.063 0.052 -0.091 0.32
H -3.77170 5.72256 0.66846 -0.082 0.039 0.073 0.32
H -4.26389 1.88305 -0.12462 -0.064 0.050 -0.005 0.68
```
Forces are in eV/Å.

Net charge: +1
SMILES: CCOC(=O)c1cc(NC(=O)CNC[C@@H](c2ccccc2)[NH+](C)C)cc(C(=O)OCC)c1

This record from the OMol25 dataset describes a cluster of 2 separate species, C5H12NOS in total at a distorted geometry. The level of theory is ωB97M-V/def2-TZVPD.

```
20
Properties=species:S:1:pos:R:3:forces:R:3:mulliken_charge:R:1
C -2.37276 1.82239 1.18178 0.270 -0.236 -0.976 -0.50
C -0.28055 -0.09778 0.52704 -0.108 2.210 -0.558 0.17
C -0.41570 -1.35999 1.26335 2.468 -0.782 -5.653 -1.00
C 1.76683 -0.62379 -3.07505 0.788 -0.594 1.270 -1.05
C 1.36516 -1.07566 -1.63535 -3.105 -3.650 -2.400 0.04
N -2.16910 2.29974 2.62308 2.699 0.392 -2.032 -0.30
O 2.27673 -1.66684 -0.81900 1.405 1.176 0.876 -0.45
S 0.46646 0.39215 -0.85913 -0.612 -1.270 1.204 0.01
H -1.96141 2.72463 0.75254 0.332 0.167 -1.511 0.27
H 0.00923 -1.24355 2.15828 1.497 0.359 3.808 0.36
H -1.42430 -1.47461 1.31164 -3.046 -0.848 0.515 0.35
H 0.11473 -2.19976 0.69344 -0.878 0.775 0.943 0.30
H 1.02330 0.08444 -3.37177 0.092 1.165 -0.300 0.39
H 1.73682 -1.34981 -3.90739 0.171 -0.328 1.010 0.31
H 2.80219 -0.28803 -2.91310 -0.375 0.630 -0.831 0.25
H 0.68823 -2.03874 -1.77739 0.128 2.501 0.210 0.33
H -2.26809 1.38223 2.95522 0.183 -1.007 2.338 0.37
H -2.98264 2.87469 2.74815 -0.358 0.675 0.795 0.36
H -1.19264 2.77412 2.63757 -2.310 -0.937 1.001 0.40
H 2.81751 -0.93582 -0.49393 0.758 -0.398 0.290 0.39
```
Forces are in eV/Å.

Net charge: +1

These records have electronic energy values of -40111.0235, -19737.3558 eV, in the order they appear.